48
Properties=species:S:1:pos:R:3 method="wB97M-V/def2-TZVPD" total_charge=+1 energy_ha=-2866.21018 lumo_energy_ev="-3.3 / -3.3" homo_energy_ev="-11.68 / -11.68"
Ni -1.124 0.692 -1.348
C 3.513 -2.163 1.403
C 3.546 -0.644 1.365
N 2.936 -0.111 0.136
C 3.864 0.189 -0.958
C 4.406 1.608 -0.877
C 1.624 0.073 0.060
S 1.019 0.794 -1.408
N 0.919 -0.273 1.141
C -0.392 -0.324 1.202
O -1.239 -0.109 0.267
C -0.985 -0.725 2.504
C -2.368 -0.694 2.677
C -2.924 -1.061 3.891
C -2.103 -1.463 4.936
C -0.725 -1.495 4.768
C -0.166 -1.127 3.557
H 4.016 -2.524 2.299
H 4.020 -2.591 0.537
H 2.484 -2.520 1.416
H 4.572 -0.277 1.379
H 3.025 -0.220 2.219
H 3.363 0.012 -1.908
H 4.673 -0.538 -0.884
H 3.601 2.337 -0.972
H 5.123 1.779 -1.679
H 4.914 1.779 0.072
H -2.999 -0.371 1.862
H -3.997 -1.031 4.025
H -2.538 -1.749 5.885
H -0.087 -1.808 5.584
H 0.905 -1.149 3.414
C -3.722 -0.611 -1.436
O -3.125 0.698 -1.366
C -3.579 1.626 -2.359
C -2.715 1.485 -3.586
O -1.360 1.550 -3.112
C -0.407 1.679 -4.183
H -4.805 -0.509 -1.380
H -3.354 -1.159 -0.574
H -3.439 -1.126 -2.355
H -3.457 2.616 -1.922
H -4.633 1.458 -2.581
H -2.894 2.309 -4.280
H -2.870 0.538 -4.109
H -0.650 2.572 -4.757
H -0.442 0.795 -4.821
H 0.577 1.785 -3.740